(1)
The following is a DFT calculation (ωB97M-V/def2-TZVPD) of C30H24BFeN14 as an isolated structure in a non-equilibrium geometry.

Calculated values
* charge: +2
* LUMO level (spin up / spin down): -7.325 / -10.523 eV
* spin multiplicity: 2
* E: -3212.319042 a.u.
* HOMO (spin up / spin down): -13.0 / -13.0 eV
* Kohn-Sham gap (spin up / spin down): 5.7 / 2.5 eV
* energy relative to the best compared isomer or geometry (same formula, charge and spin): 0.0 kJ/mol
* <S²>: 0.759

Each line ends with the Mulliken charge.
Geometry (Å):
H: 7.859 1.634 -3.744  0.43
C: -5.637 -0.342 0.320  -0.31
C: -6.485 0.696 2.057  -0.28
C: 4.943 0.035 -3.038  0.32
C: 2.139 1.183 -0.813  0.07
C: -6.822 0.125 0.811  -0.91
H: -0.516 2.636 -1.493  0.49
H: -7.794 0.065 0.354  0.44
H: -0.357 -2.678 -1.412  0.53
C: -2.712 2.863 -1.150  -1.53
C: 5.954 0.988 -2.920  -0.38
H: 5.951 1.735 -2.137  0.53
H: 4.262 -1.675 -4.186  0.57
C: 6.125 -0.912 -4.898  -0.51
H: -2.664 -4.135 -1.365  0.46
N: -2.675 -1.341 0.304  0.18
C: -1.537 -0.085 4.444  -1.43
N: 1.533 0.019 -0.548  -0.17
C: 0.813 -3.983 1.882  -0.56
C: 0.273 2.735 1.839  -0.03
N: 7.038 0.022 -4.740  0.04
C: -1.436 2.323 -1.024  -0.10
C: 1.700 -2.195 0.122  0.13
N: 1.489 4.502 0.806  -0.55
H: 0.273 4.799 2.445  0.42
N: 1.671 -4.411 0.968  -0.56
H: 3.702 2.182 -1.891  0.56
N: -1.415 -1.345 -0.183  0.17
C: -3.313 -2.455 -0.088  -0.09
N: 0.831 -1.762 1.068  0.39
C: -2.459 -3.199 -0.877  -1.63
C: 0.659 4.070 1.745  -0.57
H: -4.327 -2.646 0.217  0.76
N: -4.666 -0.075 1.244  0.17
C: -0.519 0.007 3.501  -0.51
C: 1.955 3.599 -0.047  -0.32
H: 6.247 -1.621 -5.708  0.43
C: 3.283 -1.168 -1.611  -0.90
B: -3.184 -0.090 1.071  0.35
C: -3.502 2.079 -0.335  -0.06
H: -3.016 3.702 -1.750  0.45
H: 0.550 0.061 3.643  0.52
C: -1.284 -2.456 -0.909  -0.06
H: -0.361 -2.337 2.652  0.22
N: -5.197 0.591 2.306  -1.02
H: 2.789 -3.876 -0.675  0.35
H: 3.798 -2.099 -1.805  0.67
H: -1.442 -0.110 5.515  0.53
N: -2.727 1.140 0.234  0.40
C: 7.026 0.942 -3.801  -0.54
C: 5.036 -0.933 -4.039  -0.36
N: -1.456 1.289 -0.182  0.35
C: 3.248 1.234 -1.638  -0.47
C: 2.105 -3.519 0.086  -0.23
H: -7.133 1.174 2.774  0.48
H: 2.613 3.958 -0.829  0.37
H: -3.741 -0.149 3.998  0.57
N: -1.040 0.026 2.271  0.66
N: 0.766 1.824 1.009  0.34
N: -2.384 -0.048 2.403  0.40
C: 3.787 0.036 -2.114  0.84
C: -2.708 -0.117 3.702  -0.05
H: -0.441 2.404 2.579  0.28
C: 2.180 -1.131 -0.779  0.19
C: 1.611 2.261 0.043  0.05
Fe: -0.114 0.015 0.526  -0.46
C: 0.371 -2.662 1.926  -0.02
H: 0.452 -4.704 2.604  0.42
H: -4.556 2.123 -0.118  0.45
H: -5.410 -0.814 -0.621  0.63

(2)
The following is a DFT calculation (ωB97M-V/def2-TZVPD) of a 2-piece molecular cluster, C10H13NO6 overall in a non-equilibrium geometry.

Calculated values
* charge: 0
* LUMO level: -3.213 eV
* spin multiplicity: 1
* E: -894.634782 a.u.
* HOMO: -7.7 eV
* Kohn-Sham gap: 4.5 eV

Each line ends with the Mulliken charge.
Geometry (Å):
O: -2.501 -2.784 -1.807  -0.46
C: 2.714 -0.137 -1.580  -0.62
H: 2.380 -3.906 1.058  0.32
H: 0.912 -2.746 0.651  0.20
H: 0.288 -1.871 -1.956  0.40
C: 1.175 0.198 -1.080  0.36
C: -2.724 -1.678 -1.059  0.49
H: 1.887 -3.550 -0.803  0.22
H: 2.843 -0.932 0.850  0.23
C: -0.016 -0.895 -1.365  -0.52
O: -2.570 3.419 3.462  -0.75
O: -1.281 4.335 1.814  -0.86
O: -3.420 3.857 1.566  -0.48
C: -1.741 0.879 -0.037  -0.54
H: -0.531 2.934 0.687  0.46
O: -4.009 -1.395 -0.362  -0.43
H: -3.943 3.464 2.294  0.34
H: 1.816 2.151 -0.226  0.32
C: 1.987 -3.089 0.293  -0.80
C: -1.523 -0.552 -0.815  0.50
C: -0.423 1.879 0.156  -0.20
H: -3.719 -1.140 0.574  0.36
H: 4.118 -2.273 0.467  0.30
H: 3.506 0.660 -1.193  0.30
O: 3.162 -1.508 -1.287  -0.34
N: 0.982 1.534 -0.341  -0.09
C: -2.331 3.881 2.321  0.77
H: -2.818 1.139 0.344  0.46
C: 3.059 -1.839 0.143  -0.21
H: 2.721 -0.036 -2.770  0.29

(3)
The following is a DFT calculation (ωB97M-V/def2-TZVPD) of a 2-piece molecular cluster, C3H8N3 overall in a non-equilibrium geometry.

Calculated values
* charge: +1
* LUMO level: -3.779 eV
* spin multiplicity: 1
* E: -283.026939 a.u.
* HOMO: -12.2 eV
* Kohn-Sham gap: 8.4 eV
* energy relative to the best compared isomer or geometry (same formula, charge and spin): 359.2 kJ/mol

Each line ends with the Mulliken charge.
Geometry (Å):
C: 1.101 0.099 0.467  -0.19
H: -1.976 0.463 0.226  0.20
C: -1.732 0.496 -0.878  -0.80
C: -1.296 -0.797 -1.209  0.51
H: -0.830 -2.900 -1.733  0.36
H: -0.737 1.118 -0.936  0.35
H: 0.901 0.801 2.353  0.18
H: 2.928 0.108 -0.432  0.24
H: 3.032 0.543 1.354  0.22
N: 2.439 0.238 0.495  -0.36
H: -0.640 0.423 1.681  0.17
N: -1.048 -1.915 -1.444  -0.04
H: -2.571 0.856 -1.467  0.37
N: 0.430 0.466 1.524  -0.20

(4)
The following is a DFT calculation (ωB97M-V/def2-TZVPD) of a 2-piece molecular cluster, C6H10Cl2Si overall.

Calculated values
* charge: 0
* LUMO level (spin up / spin down): -1.292 / 0.411 eV
* spin multiplicity: 1
* E: -1444.423583 a.u.
* HOMO (spin up / spin down): -7.8 / -8.0 eV
* Kohn-Sham gap (spin up / spin down): 6.5 / 8.4 eV
* energy relative to the best compared isomer or geometry (same formula, charge and spin): 473.3 kJ/mol

Each line ends with the Mulliken charge.
Geometry (Å):
C: -2.579 1.621 -0.446  0.06
C: 1.310 -2.145 0.975  -0.89
H: 0.446 -1.795 1.517  0.24
H: -2.962 -0.329 0.214  0.21
H: -1.424 3.203 -1.145  0.24
Cl: 3.035 1.622 -0.481  -0.26
C: -2.269 2.866 -0.561  -0.52
C: -3.473 0.632 0.116  -0.78
C: 1.977 -1.357 0.136  0.79
H: 1.619 -3.161 1.167  0.26
C: 3.165 -1.856 -0.630  -1.24
H: 3.465 -2.841 -0.277  0.35
H: -4.342 0.492 -0.530  0.29
H: -2.823 3.676 -0.076  0.23
H: 4.005 -1.170 -0.521  0.32
H: 2.928 -1.918 -1.692  0.30
H: -3.816 0.931 1.112  0.28
Si: 1.406 0.400 -0.234  0.33
Cl: 0.331 1.130 1.356  -0.22

(5)
The following is a DFT calculation (ωB97M-V/def2-TZVPD) of C26H25BKN7O3 as an isolated structure in a non-equilibrium geometry.

Calculated values
* charge: -2
* LUMO level (spin up / spin down): 3.836 / 3.825 eV
* spin multiplicity: 1
* E: -2239.548457 a.u.
* HOMO (spin up / spin down): 0.3 / 0.3 eV
* Kohn-Sham gap (spin up / spin down): 3.6 / 3.6 eV
* energy relative to the best compared isomer or geometry (same formula, charge and spin): 119.2 kJ/mol

Each line ends with the Mulliken charge.
Geometry (Å):
C: -2.714 0.824 1.954  -0.20
C: -1.148 -5.025 0.729  -0.73
N: -0.693 0.136 -4.029  0.04
C: 4.328 -0.640 1.898  -2.06
C: -0.398 5.236 -2.100  -0.39
H: 3.043 -2.995 2.258  0.27
H: 1.959 -1.691 2.779  0.55
C: 3.517 -1.685 -0.344  2.00
C: -1.309 4.368 -2.690  -0.63
H: 4.768 0.241 1.439  0.34
H: -2.561 2.650 -2.427  0.42
C: -2.487 2.067 1.252  0.15
H: 3.967 -0.362 2.887  0.50
N: -2.010 2.046 0.022  -0.13
C: -2.342 0.651 -5.763  0.44
C: -2.000 -4.965 1.838  -0.34
C: -3.559 3.250 3.105  -0.64
H: -0.079 -3.822 -0.692  0.43
H: 1.557 -2.612 1.344  0.05
K: -0.988 -0.184 -0.996  1.39
C: 3.146 -1.163 1.078  1.81
C: -2.905 3.262 1.903  -0.42
H: -3.597 -0.082 3.677  0.41
H: -0.288 3.849 0.984  0.50
C: -2.421 -3.745 2.282  -0.39
C: 2.383 -2.198 1.915  -1.76
H: -0.812 -5.972 0.333  0.38
H: 0.031 6.051 -2.672  0.35
C: 3.708 -3.197 -0.452  -1.83
H: -1.595 4.510 -3.725  0.38
H: 5.679 -1.336 -0.457  0.32
C: -0.121 1.370 -5.962  0.13
H: -2.325 -5.878 2.329  0.34
C: -1.851 3.327 -1.973  -0.44
H: 2.797 -3.727 -0.192  0.27
H: 4.798 -1.207 -1.994  0.51
H: -3.085 -3.641 3.128  0.41
O: -1.536 -0.510 -3.338  -0.64
B: 1.732 -0.233 -0.492  -0.09
O: 2.410 -1.261 -1.136  -0.97
H: 5.090 -1.413 1.999  0.33
C: -3.829 2.038 3.751  -0.75
N: 0.589 1.922 -6.688  -0.59
C: 4.760 -0.988 -0.928  -2.15
N: -2.480 -1.414 2.092  -0.88
H: -2.740 4.203 1.392  0.38
C: -2.007 -2.561 1.606  -0.18
H: 4.666 0.089 -0.813  0.41
N: -1.154 -2.639 0.555  0.37
H: -3.884 4.183 3.555  0.35
C: -3.399 0.864 3.193  -0.33
N: -3.392 0.586 -6.238  -0.59
C: -0.756 -3.824 0.158  -0.37
N: -2.286 -0.308 1.387  0.74
H: -4.372 2.038 4.690  0.34
C: -0.586 4.009 -0.043  0.19
O: 2.244 -0.094 0.791  -0.68
C: -1.514 3.119 -0.623  0.08
H: 3.964 -3.445 -1.480  0.48
C: -1.063 0.693 -5.181  0.22
H: 0.674 5.711 -0.306  0.31
C: -0.041 5.041 -0.774  -0.68
H: 4.515 -3.520 0.208  0.30

(6)
The following is a DFT calculation (ωB97M-V/def2-TZVPD) of C42H38N2RuSSbSeTe as an isolated structure in a non-equilibrium geometry.

Calculated values
* charge: +1
* LUMO level (spin up / spin down): -4.782 / -5.244 eV
* spin multiplicity: 1
* E: -5135.302607 a.u.
* HOMO (spin up / spin down): -10.5 / -10.6 eV
* Kohn-Sham gap (spin up / spin down): 5.7 / 5.3 eV

Each line ends with the Mulliken charge.
Geometry (Å):
C: 6.437 0.181 -1.498  -0.45
S: 0.550 1.539 -0.601  -0.39
H: 7.017 -1.798 -2.092  0.39
C: 4.080 0.557 -1.258  -0.05
C: 0.905 -5.525 0.317  0.59
C: -2.950 -3.307 1.260  -1.04
H: -0.339 4.065 0.305  0.54
C: -1.372 2.871 3.292  -0.96
H: 0.881 -4.790 -5.623  0.41
H: -3.455 -4.369 -2.749  0.23
H: 1.896 -3.628 -0.034  -0.41
C: -0.747 -1.904 -5.023  -0.91
C: 0.668 -2.353 2.701  -0.88
H: 2.896 -5.056 -0.301  0.56
H: 0.615 -2.746 1.683  -0.18
H: -5.033 -3.578 -2.781  0.49
H: -3.197 2.217 -5.270  0.38
Se: -2.409 -0.100 -0.884  -0.16
C: -4.150 -3.490 1.918  -0.92
C: 1.059 -6.859 0.691  -0.79
H: -3.046 0.237 -3.778  0.51
C: -0.044 -2.873 -5.717  -0.84
N: -2.768 3.564 -3.796  -0.55
C: -1.066 0.605 4.220  -0.89
Te: 1.870 -1.432 -2.147  0.20
H: 1.304 -5.277 -2.350  0.02
C: -1.421 -5.985 -0.088  -0.51
C: -2.561 1.431 -2.052  0.45
C: -0.958 1.532 3.164  0.96
C: -0.662 -3.280 -3.032  0.58
H: 5.566 2.048 -0.902  0.41
H: -1.559 -1.326 -3.140  -0.18
C: -2.895 -3.311 -0.129  0.46
C: -5.307 -3.673 1.179  -0.74
C: -5.248 -3.674 -0.203  -0.88
C: -2.421 2.735 -1.594  -0.34
C: -1.180 3.759 2.266  -0.63
H: -0.608 -1.386 4.838  0.47
C: 0.001 -7.743 0.681  -0.78
H: 2.527 -4.565 1.339  0.50
C: 0.333 -4.038 -5.074  -0.94
C: -0.553 3.350 1.088  -0.97
H: -2.263 2.950 -0.547  0.67
C: -2.956 2.333 -4.224  -0.61
C: -0.398 1.078 1.939  0.38
C: 0.043 -4.264 -3.730  0.72
C: -2.866 1.227 -3.392  -0.29
H: 1.724 -2.223 2.949  0.44
C: -4.024 -3.511 -2.383  -0.91
H: -1.504 4.784 2.363  0.43
C: -0.004 -1.027 2.813  0.55
H: -6.149 -3.838 -0.777  0.43
C: -1.255 -7.300 0.297  -1.01
C: -0.196 2.026 0.900  0.57
H: 0.968 -6.185 -3.823  0.52
H: 7.451 0.549 -1.454  0.38
H: -1.508 0.920 5.154  0.47
H: 3.251 1.211 -1.019  0.18
H: -1.048 -0.985 -5.504  0.56
H: -2.035 -3.187 1.835  0.46
H: -6.255 -3.813 1.678  0.43
H: 0.241 -3.070 3.398  0.44
Sb: -0.859 -3.146 -0.855  3.15
H: -2.385 4.798 -2.213  0.36
C: 5.380 1.023 -1.187  -0.71
H: -0.270 -6.043 -2.572  0.19
H: -2.397 -5.642 -0.398  0.45
H: 0.226 -2.710 -6.748  0.42
C: -0.575 -0.657 4.046  -0.94
C: -4.049 -3.487 -0.885  1.17
H: 4.701 -2.626 -2.232  0.38
H: 2.044 -7.201 0.973  0.48
C: 0.534 -5.519 -3.082  -0.80
C: 3.836 -0.748 -1.662  0.47
H: -1.818 3.183 4.221  0.42
N: 0.018 -0.206 1.777  0.08
Ru: -0.044 -0.671 -0.589  -0.66
H: -2.097 -7.973 0.294  0.50
C: 6.196 -1.136 -1.858  -0.70
C: -0.354 -5.099 -0.086  1.16
C: 2.115 -4.637 0.332  -1.57
C: 4.899 -1.603 -1.942  -0.38
C: -2.513 3.766 -2.520  -0.56
H: -3.561 -2.600 -2.767  -0.01
H: -4.182 -3.498 2.997  0.48
C: -1.036 -2.109 -3.687  -0.39
H: 0.153 -8.771 0.971  0.41

(7)
The following is a DFT calculation (ωB97M-V/def2-TZVPD) of C39H40BINO6Zr as an isolated structure in a non-equilibrium geometry.

Calculated values
* charge: +1
* LUMO level: -2.882 eV
* spin multiplicity: 1
* E: -2385.829482 a.u.
* HOMO: -10.4 eV
* Kohn-Sham gap: 7.5 eV
* energy relative to the best compared isomer or geometry (same formula, charge and spin): 22.1 kJ/mol

Each line ends with the Mulliken charge.
Geometry (Å):
H: 4.215 6.116 0.743  0.40
C: 0.676 -1.186 -4.451  0.11
H: 2.308 -0.813 -5.790  0.43
C: -0.437 -0.319 -6.513  -1.59
C: 1.936 -1.719 3.096  1.21
C: 1.995 -0.827 -4.754  -0.36
C: 2.628 3.234 1.427  0.95
H: -0.753 3.125 -2.627  0.50
C: 0.588 -3.577 0.026  -2.59
H: -3.856 0.260 0.261  0.57
H: 3.756 -3.485 2.099  0.47
H: -2.640 -2.968 2.154  0.47
C: 3.293 -1.480 3.708  -2.09
C: -0.055 3.144 -1.800  -1.30
C: 0.660 -2.808 1.319  1.62
Zr: 0.685 0.038 1.330  -1.70
H: -2.318 -2.165 -5.911  0.43
C: 1.707 3.118 0.361  -0.12
H: 0.534 -4.650 0.225  0.38
H: 0.207 0.360 4.933  0.40
C: 0.275 -2.720 -6.386  -1.59
C: -4.107 0.944 1.061  -0.44
H: -2.141 -1.095 -4.525  0.36
O: 3.204 -0.153 -1.333  -0.31
C: 3.519 5.296 0.631  -0.70
H: 0.846 4.991 -2.370  0.40
O: 1.079 -0.788 -0.792  0.53
H: 0.397 -3.597 -5.747  0.37
C: 0.824 4.173 -1.661  -0.89
H: -1.680 -0.523 4.515  0.56
O: -4.134 3.853 5.000  -0.59
C: -0.535 -2.500 1.995  1.51
H: -2.630 2.562 3.663  0.73
B: 2.322 -0.262 -0.287  0.25
C: 1.730 4.189 -0.573  1.00
C: -0.503 -1.750 3.184  1.18
H: 3.658 -2.413 4.145  0.42
H: 0.517 -0.022 -6.950  0.32
C: 1.210 -0.852 -2.172  -0.86
C: -5.399 1.422 1.205  -0.97
C: -3.397 2.236 2.976  -0.08
H: 3.038 -3.685 0.517  0.44
C: 2.504 -0.487 -2.481  1.34
H: -1.735 -4.028 1.091  0.47
N: -5.008 3.640 4.188  1.04
C: 3.509 4.260 1.585  -0.70
H: 1.448 -3.395 -0.610  0.56
C: 3.197 -2.971 1.316  -1.90
H: 0.174 -1.172 5.796  0.42
H: 2.633 6.056 -1.148  0.43
C: 2.644 5.258 -0.415  -0.97
H: 3.833 -2.171 0.937  0.32
H: -2.073 -2.240 4.555  0.35
H: 3.293 -0.735 4.495  0.39
C: -3.111 1.350 1.945  0.43
H: -0.409 -2.981 -7.196  0.46
C: 0.273 -1.203 -3.114  0.15
H: -1.633 -2.793 -4.417  0.36
C: 0.807 2.014 0.209  1.08
C: -4.691 2.695 3.094  -0.43
O: -1.426 0.058 0.834  -0.45
C: 1.899 -2.450 1.885  0.50
H: -6.696 2.703 2.368  0.53
C: 0.717 -0.598 5.044  -2.34
I: 2.577 1.750 2.901  0.27
C: 0.734 -1.351 3.737  1.40
C: -0.286 -1.535 -5.588  1.77
H: 4.188 4.292 2.426  0.42
H: -1.120 -0.554 -7.330  0.46
H: -2.603 -1.242 3.209  0.61
H: -0.297 -3.302 -0.544  0.52
C: -1.732 0.849 1.799  1.12
C: -0.054 2.081 -0.869  -0.42
C: 2.931 -0.472 -3.789  -2.01
C: -1.782 -1.413 3.902  -2.65
C: -1.837 -2.997 1.426  -2.33
H: 1.243 -2.488 -6.830  0.31
O: -0.824 1.182 2.611  -0.65
C: -5.700 2.308 2.230  -0.40
H: -2.136 -2.393 0.567  0.31
H: -0.732 -1.467 -2.817  0.58
O: -6.162 3.994 4.291  -0.61
H: -0.761 1.279 -1.052  0.33
H: -0.838 0.537 -5.966  0.35
H: 4.014 -1.168 2.955  0.44
H: 3.941 -0.188 -4.052  0.50
H: 1.708 -0.407 5.439  0.35
H: -6.175 1.110 0.520  0.45
C: -1.672 -1.917 -5.069  -1.99